No. 1
The molecule C2H3NO2S at a distorted geometry, computed with the ωB97M-V functional and the def2-TZVPD basis.

Results
- 2S+1: 1
- DFT total energy: -18540.8361 eV
- Net charge: 0
- Energy above the lowest of the compared OMol25 structures with the same formula, charge and spin: 2.616 eV
- LUMO level: 0.20 eV

Cartesian coordinates (Å):
C (-0.773, -1.238, 0.619)
C (0.876, 1.178, -1.265)
H (-0.545, -2.008, 1.576)
H (0.226, 0.442, 1.628)
H (1.406, 0.436, -0.400)
N (-0.292, 0.114, 0.861)
O (-1.332, -1.693, -0.331)
O (1.121, 1.399, -2.485)
S (-0.687, 1.369, -0.204)



No. 2
The molecule CH4S2 at a distorted geometry, computed with the ωB97M-V functional and the def2-TZVPD basis.

Results
- 2S+1: 1
- DFT total energy: -22771.7008 eV
- Net charge: 0
- Energy above the lowest of the compared OMol25 structures with the same formula, charge and spin: 0.588 eV
- LUMO level: 0.13 eV

Cartesian coordinates (Å):
C (0.707, 0.101, 0.240)
S (-2.351, -0.168, 0.223)
S (-0.687, 1.260, 0.312)
H (1.655, 0.525, 0.692)
H (0.751, -0.192, -0.766)
H (0.224, -0.757, 0.904)
H (-2.848, 0.274, -0.894)



No. 3
A structure of composition C8H22MgN5O11 at a distorted geometry, computed with the ωB97M-V functional and the def2-TZVPD basis.

Results
- 2S+1: 1
- DFT total energy: -44056.8737 eV
- Net charge: -1
- LUMO level: -0.79 eV

Cartesian coordinates (Å):
Mg (0.103, 0.554, 1.146)
N (-4.147, 1.485, 1.630)
O (-4.350, 2.703, 1.701)
O (-2.977, 1.152, 1.634)
O (-5.030, 0.692, 1.557)
N (1.374, 2.251, 5.093)
O (0.851, 1.733, 4.102)
O (1.040, 1.893, 6.170)
O (2.143, 3.157, 5.103)
N (0.496, 4.543, -0.610)
O (-0.148, 5.415, -0.084)
O (0.386, 3.439, -0.103)
O (1.175, 4.660, -1.594)
C (1.972, -3.807, 3.099)
C (1.849, -2.266, 2.769)
C (3.008, -1.846, 1.781)
O (2.766, -0.548, 1.323)
C (3.857, 0.173, 0.810)
N (0.604, -2.003, 2.059)
H (2.888, -4.103, 3.612)
H (2.009, -4.452, 2.222)
H (1.221, -4.229, 3.767)
H (1.812, -1.764, 3.736)
H (3.034, -2.518, 0.923)
H (3.906, -1.933, 2.393)
H (3.707, 1.224, 0.566)
H (4.229, -0.236, -0.130)
H (4.615, 0.296, 1.584)
H (0.487, -2.836, 1.501)
H (-0.133, -2.106, 2.743)
C (0.277, 0.442, -3.787)
C (-1.097, 0.323, -3.156)
C (-2.184, -0.205, -4.062)
O (-3.354, -0.204, -3.303)
C (-4.548, -0.144, -4.015)
N (-0.966, -0.460, -1.942)
H (0.217, 1.126, -4.633)
H (0.626, -0.544, -4.093)
H (1.041, 0.807, -3.101)
H (-1.381, 1.341, -2.888)
H (-1.938, -1.238, -4.308)
H (-2.318, 0.488, -4.892)
H (-4.836, -1.130, -4.381)
H (-4.602, 0.650, -4.759)
H (-5.211, 0.075, -3.178)
H (-0.537, -1.338, -2.201)
H (-1.935, -0.712, -1.805)



No. 4
A structure of composition C22H42FIrNO2SeSi3, computed with the ωB97M-V functional and the def2-TZVPD basis.

Results
- 2S+1: 5
- DFT total energy: -123618.8903 eV
- ⟨S²⟩: 6.01
- Net charge: -1
- Energy above the lowest of the compared OMol25 structures with the same formula, charge and spin: 0.000 eV
- LUMO level (spin up / spin down): 2.45 / 1.15 eV

Cartesian coordinates (Å):
Ir (-0.774, -0.535, 0.207)
C (0.148, 0.497, 3.222)
O (0.462, 0.909, 1.891)
Si (1.647, 2.032, 1.588)
C (1.068, 3.700, 2.217)
C (3.140, 1.645, 2.657)
C (1.965, 1.971, -0.242)
Si (0.957, 3.115, -1.324)
C (1.554, 4.882, -1.039)
C (-0.868, 2.995, -0.927)
C (1.147, 2.865, -3.174)
Si (3.311, 0.802, -0.826)
C (4.969, 1.600, -0.416)
C (3.209, -0.871, 0.023)
C (3.345, 0.496, -2.675)
H (0.231, 1.335, 3.922)
H (0.824, -0.302, 3.535)
H (-0.878, 0.138, 3.210)
H (0.854, 3.630, 3.287)
H (0.166, 4.056, 1.721)
H (1.853, 4.449, 2.090)
H (2.823, 1.617, 3.703)
H (3.895, 2.429, 2.567)
H (3.608, 0.690, 2.425)
H (1.328, 5.254, -0.041)
H (1.066, 5.540, -1.764)
H (2.633, 4.959, -1.194)
H (-1.093, 3.226, 0.115)
H (-1.238, 1.982, -1.108)
H (-1.433, 3.688, -1.559)
H (2.154, 3.114, -3.514)
H (0.454, 3.557, -3.664)
H (0.910, 1.859, -3.519)
H (5.108, 1.745, 0.656)
H (5.066, 2.573, -0.904)
H (5.779, 0.961, -0.779)
H (3.584, -0.845, 1.046)
H (3.814, -1.594, -0.530)
H (2.185, -1.249, 0.051)
H (3.570, 1.399, -3.244)
H (2.413, 0.073, -3.048)
H (4.142, -0.228, -2.869)
F (-4.287, -3.465, -4.208)
C (-3.243, -2.801, -3.639)
C (-2.257, -3.519, -2.996)
C (-1.199, -2.830, -2.421)
C (-1.120, -1.435, -2.471)
C (-0.038, -0.684, -1.765)
C (-2.145, -0.754, -3.134)
C (-3.207, -1.425, -3.724)
H (-2.321, -4.597, -2.931)
H (-0.435, -3.393, -1.897)
H (0.149, 0.268, -2.263)
H (0.891, -1.260, -1.743)
H (-2.116, 0.330, -3.171)
H (-4.003, -0.896, -4.231)
Se (-0.194, -5.500, 0.574)
C (-0.244, -3.722, 0.806)
N (-0.277, -2.566, 0.952)
C (-3.404, -1.598, 2.584)
C (-3.501, -0.543, 1.479)
C (-3.890, -1.216, 0.162)
C (-4.548, 0.508, 1.842)
O (-2.260, 0.125, 1.382)
H (-4.354, -2.123, 2.723)
H (-3.129, -1.123, 3.528)
H (-2.635, -2.329, 2.330)
H (-4.886, -1.662, 0.234)
H (-3.187, -2.012, -0.100)
H (-3.895, -0.485, -0.648)
H (-5.537, 0.063, 1.981)
H (-4.608, 1.257, 1.050)
H (-4.258, 1.012, 2.766)



No. 5
The molecule C4H9N3O3 at a distorted geometry, computed with the ωB97M-V functional and the def2-TZVPD basis.

Results
- 2S+1: 1
- DFT total energy: -14897.9340 eV
- Net charge: 0
- Energy above the lowest of the compared OMol25 structures with the same formula, charge and spin: 9.716 eV
- LUMO level: 0.73 eV

Cartesian coordinates (Å):
C (-0.785, -0.912, 1.456)
C (-1.923, -0.797, -0.861)
C (2.589, 1.927, -0.328)
C (-0.940, -0.300, 0.107)
N (2.087, 0.720, 0.124)
N (2.351, -0.490, -0.064)
N (-0.177, 0.645, -0.355)
O (1.625, -1.438, 0.268)
O (0.700, 1.039, 0.616)
O (-0.255, 1.206, -1.413)
H (-0.770, -0.284, 2.226)
H (-1.559, -1.685, 1.784)
H (0.117, -1.506, 1.637)
H (-1.660, -0.558, -1.965)
H (-2.114, -1.842, -0.916)
H (-2.973, -0.471, -0.745)
H (1.926, 2.416, -0.965)
H (3.456, 1.677, -0.845)
H (2.985, 2.436, 0.642)



No. 6
The molecule C26H30O7, computed with the ωB97M-V functional and the def2-TZVPD basis.

Results
- 2S+1: 1
- DFT total energy: -41777.9509 eV
- Net charge: 0
- Energy above the lowest of the compared OMol25 structures with the same formula, charge and spin: 0.701 eV
- LUMO level: 0.21 eV

Cartesian coordinates (Å):
C (3.127, 3.241, 0.863)
O (2.894, 1.870, 0.662)
C (3.964, 1.049, 0.449)
C (5.274, 1.492, 0.373)
C (6.350, 0.624, 0.199)
C (6.103, -0.757, 0.124)
C (4.789, -1.191, 0.213)
C (3.707, -0.326, 0.344)
C (2.370, -0.904, 0.438)
C (1.268, -0.600, -0.263)
C (0.029, -1.329, 0.110)
O (0.071, -2.338, 0.797)
C (-1.260, -0.726, -0.303)
C (-2.352, -1.108, 0.379)
C (-3.709, -0.592, 0.272)
C (-3.979, 0.778, 0.269)
C (-5.270, 1.265, 0.214)
C (-6.344, 0.353, 0.155)
C (-6.087, -1.009, 0.176)
C (-4.783, -1.490, 0.246)
O (-4.457, -2.814, 0.263)
C (-5.486, -3.769, 0.267)
H (-4.986, -4.736, 0.312)
H (-6.088, -3.719, -0.647)
H (-6.139, -3.660, 1.140)
H (-6.910, -1.702, 0.142)
O (-7.586, 0.907, 0.092)
C (-8.702, 0.056, 0.057)
H (-8.694, -0.587, -0.830)
H (-8.767, -0.566, 0.956)
H (-9.570, 0.713, 0.014)
O (-5.614, 2.588, 0.217)
C (-4.582, 3.538, 0.279)
H (-5.076, 4.508, 0.264)
H (-3.909, 3.463, -0.582)
H (-4.000, 3.445, 1.202)
H (-3.147, 1.457, 0.359)
H (-2.222, -1.913, 1.094)
C (-1.253, 0.240, -1.451)
C (-0.074, 1.200, -1.342)
C (1.216, 0.391, -1.386)
H (2.085, 1.044, -1.350)
H (1.254, -0.162, -2.332)
H (-0.124, 1.753, -0.402)
H (-0.095, 1.919, -2.164)
H (-2.201, 0.772, -1.512)
H (-1.145, -0.338, -2.376)
H (2.272, -1.715, 1.154)
H (4.567, -2.244, 0.159)
O (7.169, -1.617, -0.028)
C (6.915, -2.998, -0.072)
H (6.447, -3.353, 0.852)
H (6.286, -3.268, -0.927)
H (7.892, -3.466, -0.183)
O (7.552, 1.264, 0.135)
C (8.755, 0.551, -0.040)
H (8.944, -0.135, 0.789)
H (8.762, -0.007, -0.978)
H (9.534, 1.314, -0.065)
H (5.523, 2.537, 0.447)
H (2.148, 3.680, 1.049)
H (3.773, 3.417, 1.729)
H (3.571, 3.710, -0.022)



No. 7
A cluster of 2 separate species, C4H9N2 in total at a distorted geometry, computed with the ωB97M-V functional and the def2-TZVPD basis.

Results
- 2S+1: 1
- DFT total energy: -7263.7034 eV
- Net charge: +1
- Energy above the lowest of the compared OMol25 structures with the same formula, charge and spin: 4.438 eV
- LUMO level: -5.04 eV

Cartesian coordinates (Å):
C (2.187, -0.322, -1.884)
C (-0.957, 0.433, -0.036)
C (-0.402, 1.108, 1.230)
C (-1.464, -1.141, 1.918)
N (1.035, -0.008, -2.119)
N (-0.999, -0.151, 1.220)
H (2.574, -0.594, -0.891)
H (2.957, -0.500, -2.650)
H (-2.020, 0.778, -0.359)
H (-0.332, 0.091, -0.937)
H (0.656, 1.236, 1.360)
H (-0.814, 2.020, 1.824)
H (0.808, 0.223, -3.120)
H (-1.147, -1.292, 2.964)
H (-2.084, -1.882, 1.480)